Entry from the OMol25 dataset: C36H48Cl18F6O24S3 as an isolated structure in a non-equilibrium geometry (ωB97M-V/def2-TZVPD).

Geometry as XYZ:
```
135
Properties=species:S:1:pos:R:3
H 1.065 -3.119 -3.213
H 2.101 -4.411 1.021
H -0.767 7.575 -2.244
H -4.687 3.203 5.015
F -7.458 3.032 -0.871
Cl -1.466 0.344 -4.672
H -1.247 -7.277 0.116
C 3.819 1.877 -3.332
Cl -5.418 -0.157 1.764
O 1.647 -0.661 -2.295
Cl -8.144 0.283 0.505
S 7.712 0.309 -1.976
H 0.990 6.147 -0.820
H -6.173 4.950 -0.692
H -1.956 0.285 -1.810
C -3.655 -4.631 5.109
O -1.086 1.714 3.155
C 6.011 -1.191 -0.525
H -0.951 -1.844 -1.320
F 3.110 3.023 -3.314
C -0.706 -0.422 3.903
Cl -0.324 2.940 -5.356
O -2.409 5.632 -0.989
H -1.198 6.956 -3.852
C 0.137 1.660 3.777
H -2.537 2.386 -4.626
C -1.738 0.106 -0.757
Cl -5.066 -4.371 0.517
H 1.085 -5.812 3.257
H -0.015 3.524 -2.329
Cl -1.267 -3.424 -3.667
H -4.703 -4.926 5.062
H 5.085 -0.784 -0.933
H -5.934 2.200 0.071
Cl 1.015 -4.976 -4.718
H 6.030 0.003 1.341
H -2.395 -1.928 -0.300
C 2.491 0.087 -2.848
C -1.807 0.508 3.367
Cl -4.230 -3.693 -2.203
H 1.438 2.858 1.121
C 1.129 -6.078 2.201
C 2.452 2.996 0.745
C 3.456 2.070 1.360
H -0.240 -0.961 3.078
C -5.498 4.159 -1.019
C -3.550 -3.032 5.071
H -4.521 -2.552 5.197
C 3.875 -2.156 3.243
O 6.937 1.035 -2.972
C -5.340 2.933 -2.952
O 0.342 0.447 4.264
C -0.153 4.309 -1.586
C 0.087 -0.106 0.434
H 8.094 1.484 0.163
C -4.673 4.013 4.286
O -2.324 4.463 -3.255
O -2.800 -4.914 4.019
Cl -5.331 5.562 4.952
Cl -4.381 -6.454 -1.169
C -2.658 -3.866 3.259
C 0.001 -7.010 1.917
C 0.941 5.424 -1.635
O 1.541 -5.833 -1.245
O 0.989 2.562 3.766
C 6.959 -1.374 -1.698
H 0.498 -4.143 1.804
O 4.086 5.127 2.822
H 1.075 5.723 -3.775
H 4.860 2.117 -3.120
O -5.769 2.093 -1.998
H 1.923 4.953 -1.573
Cl -2.479 1.881 -6.938
F -2.733 -2.551 5.973
C -1.802 1.944 -5.298
C 3.698 4.204 2.094
O 3.418 1.006 -2.327
O 2.949 4.255 1.005
C 3.524 1.075 -4.603
O 9.173 0.152 -2.108
C -6.644 -0.684 0.608
Cl 5.647 -2.218 3.577
Cl 3.506 -2.198 1.526
O -2.276 -4.029 2.121
O -0.687 -4.798 -0.776
F -2.726 0.642 0.030
C -0.209 -7.124 0.411
O 2.485 0.213 -4.195
H -3.244 -4.968 6.060
C -0.713 6.712 -2.907
Cl -5.789 -0.923 -0.933
H 0.198 -7.924 2.478
C 7.257 0.907 -0.230
H 5.644 -2.145 -0.146
C 1.128 -4.843 1.254
H -2.261 0.166 2.436
O 0.981 0.136 1.182
O 4.070 2.918 2.227
C 0.481 -3.365 -4.099
C 0.793 6.263 -2.872
H 6.564 1.736 -0.374
H 3.096 1.177 1.871
H 6.484 -1.740 -2.609
H -1.186 -0.997 4.695
H 3.361 -2.915 3.834
H 0.436 -7.939 0.083
H -7.036 -1.629 0.986
O -5.283 2.702 -4.158
Cl 3.436 -0.559 4.035
Cl -5.596 3.379 2.934
H 4.353 0.408 -4.841
H -3.011 -4.592 -0.370
H 2.529 2.825 -0.328
H -0.318 3.935 -0.575
F -2.788 0.756 4.236
C -1.500 -1.346 -0.521
H 7.437 -0.821 1.124
H -0.907 -6.594 2.354
H -4.590 4.311 -0.436
Cl 0.839 -2.179 -5.336
F 4.271 1.783 0.372
S -1.674 5.246 -2.195
H 3.412 1.694 -5.494
C -6.124 2.769 -0.839
C -3.993 -4.737 -0.820
C 6.713 -0.261 0.533
H 2.034 -6.649 1.991
S 0.431 -5.568 -0.307
Cl -3.046 4.243 3.468
O -0.481 0.663 -0.465
O -2.973 -2.749 3.847
O -5.321 4.211 -2.424
H 7.745 -2.099 -1.487
O -0.577 -1.252 0.587
H 1.464 7.119 -2.943
```

Its maximum force is 0.09705 hartree/bohr. For the LUMO energy, the calculation gives -0.34 eV. As for the orbital gap: 9.84 eV. For the HOMO energy, the calculation gives -10.172 eV. Its charge is 0.